# 1
{"formula": "C7H8", "method": "ωB97M-V with the def2-TZVPD basis set", "species": ["C", "C", "C", "C", "C", "C", "C", "H", "H", "H", "H", "H", "H", "H", "H"], "xyz": [[0.0278, -1.3973, 0.8795], [-0.6181, -0.0170, 0.6926], [0.4289, 1.0964, 0.4525], [1.2645, 0.8902, -0.7392], [1.9671, 0.7544, -1.7092], [-1.6848, -0.1497, -1.7163], [-1.6458, -0.0541, -0.4203], [0.6243, -1.6784, 0.0044], [0.6840, -1.4101, 1.7577], [-0.7442, -2.1594, 1.0182], [-1.1542, 0.2469, 1.6128], [-0.0888, 2.0584, 0.3572], [1.0836, 1.1738, 1.3320], [2.6157, 0.6696, -2.5558], [-2.7273, -0.0245, -0.1830]], "forces_ev_per_angstrom": [[0.004, -0.058, 0.014], [0.078, -0.023, 0.069], [-0.007, 0.013, -0.054], [0.234, -0.026, -0.354], [-0.275, 0.082, 0.432], [0.017, 0.114, 0.814], [0.150, -0.046, -0.689], [-0.142, 0.128, 0.107], [-0.112, 0.076, -0.122], [0.110, 0.087, -0.004], [0.156, -0.039, -0.141], [0.090, -0.141, -0.010], [-0.146, -0.092, -0.149], [-0.215, -0.041, 0.178], [0.058, -0.033, -0.090]], "fmax_ev_per_a": 0.82, "total_charge": 0, "homo_energy_ev": -10.069, "energy_ha": -271.32216, "relative_energy_kj_mol": 549.5, "lumo_energy_ha": 0.0024}

# 2
{"formula": "C7H8", "method": "ωB97M-V with the def2-TZVPD basis set", "species": ["C", "C", "C", "C", "C", "C", "C", "H", "H", "H", "H", "H", "H", "H", "H"], "xyz": [[-0.3412, 0.9015, 1.1739], [0.5873, 0.1761, 0.1923], [-0.1955, -0.3917, -1.0122], [-1.0738, -1.4919, -0.6089], [-1.7584, -2.4098, -0.2351], [1.7020, 2.0453, -1.1851], [1.6902, 1.1024, -0.2912], [-0.8820, 1.7062, 0.6613], [-1.0701, 0.2023, 1.5982], [0.2270, 1.3543, 1.9918], [1.0594, -0.6687, 0.7091], [-0.7846, 0.4100, -1.4801], [0.5055, -0.7525, -1.7727], [-2.3571, -3.2285, 0.0970], [2.6914, 1.0449, 0.1618]], "forces_ev_per_angstrom": [[-0.023, 0.020, 0.038], [-0.059, -0.084, 0.036], [0.016, 0.006, -0.048], [-0.335, -0.406, 0.189], [0.300, 0.381, -0.133], [0.105, -0.487, 0.444], [-0.114, 0.391, -0.363], [0.102, -0.145, 0.068], [0.123, 0.103, -0.093], [-0.067, -0.098, -0.099], [-0.063, 0.170, -0.110], [0.102, -0.133, 0.096], [-0.088, 0.043, 0.119], [0.067, 0.136, -0.076], [-0.066, 0.104, -0.068]], "fmax_ev_per_a": 0.67, "total_charge": 0, "homo_energy_ev": -10.140, "energy_ha": -271.32180, "relative_energy_kj_mol": 550.4, "lumo_energy_ha": -0.0135}

Q: What is the formula in the first record?
A: C7H8